(1)
One molecule with the formula C20H23N3O4. Source: OMol25; level of theory: ωB97M-V/def2-TZVPD.

total charge: 0
lowest unoccupied orbital energy: 0.48 eV
energy relative to the best compared isomer or geometry (same formula, charge and spin): 112.4 kcal/mol
multiplicity: 1
calculated total energy: -33772.054 eV
HOMO-LUMO gap: 8.83 eV

CARTESIAN COORDINATES (ANGSTROEM)
C 4.110 -1.135 -6.210
C 3.129 -1.902 -5.354
O 2.311 -2.648 -5.846
C 3.213 -1.703 -3.888
C 4.157 -0.881 -3.269
C 4.177 -0.751 -1.899
C 3.254 -1.434 -1.103
O 3.392 -1.240 0.238
C 2.516 -1.879 1.132
C 1.168 -1.231 1.216
C 0.273 -1.143 2.241
C -0.811 -0.410 1.686
C -2.045 -0.101 2.452
O -2.174 -0.568 3.576
N -2.984 0.672 1.875
C -2.868 1.318 0.584
C -3.934 2.422 0.464
N -4.040 3.257 1.636
C -2.923 4.167 1.869
C -2.123 3.588 3.036
C -3.227 2.973 3.891
C -4.278 2.494 2.869
C -4.184 0.982 2.620
N -0.550 -0.100 0.438
O 0.664 -0.605 0.139
C 2.305 -2.251 -1.710
C 2.296 -2.377 -3.084
H 3.991 -0.066 -6.049
H 3.926 -1.365 -7.256
H 5.129 -1.417 -5.954
H 4.884 -0.339 -3.852
H 4.903 -0.122 -1.409
H 2.404 -2.945 0.883
H 2.996 -1.807 2.113
H 0.339 -1.524 3.237
H -2.988 0.585 -0.221
H -1.870 1.751 0.481
H -3.698 3.053 -0.394
H -4.916 1.977 0.283
H -2.330 4.303 0.965
H -3.340 5.139 2.157
H -1.431 2.819 2.690
H -1.555 4.348 3.568
H -3.661 3.734 4.540
H -2.868 2.153 4.509
H -5.291 2.715 3.229
H -5.058 0.629 2.064
H -4.135 0.445 3.568
H 1.566 -2.782 -1.132
H 1.564 -3.008 -3.566

(2)
One molecule with the formula C5H9NO2. Source: OMol25; level of theory: ωB97M-V/def2-TZVPD.

total charge: 0
lowest unoccupied orbital energy: 0.69 eV
energy relative to the best compared isomer or geometry (same formula, charge and spin): 115.0 kcal/mol
multiplicity: 1
calculated total energy: -10911.589 eV
HOMO-LUMO gap: 8.74 eV

CARTESIAN COORDINATES (ANGSTROEM)
C 0.000 1.886 0.026
C -0.325 0.582 0.713
O -0.940 0.503 1.777
C 0.659 -0.608 0.271
C 1.895 -0.812 1.058
C -0.007 -1.262 -0.650
N -1.408 -0.623 -0.862
O -1.926 -0.841 -2.150
H -0.933 2.424 -0.168
H 0.641 2.481 0.680
H 0.501 1.737 -0.933
H 2.361 -1.781 0.863
H 1.671 -0.730 2.126
H 2.622 -0.023 0.843
H 0.128 -2.246 -1.073
H -2.044 0.115 -0.536
H -2.894 -0.803 -1.985

(3)
A 2-piece molecular cluster, CHN3O3 overall. Source: OMol25; level of theory: ωB97M-V/def2-TZVPD.

total charge: 0
lowest unoccupied orbital energy (alpha / beta): -1.97 / -1.97 eV
energy relative to the best compared isomer or geometry (same formula, charge and spin): 97.2 kcal/mol
multiplicity: 1
calculated total energy: -11657.620 eV
HOMO-LUMO gap (alpha / beta): 6.50 / 6.60 eV

CARTESIAN COORDINATES (ANGSTROEM)
C -1.156 -0.051 -0.002
N 2.347 0.229 0.190
N -1.591 1.195 -0.115
N 0.143 -0.368 0.050
O 2.521 -0.864 -0.050
O -0.917 2.201 0.030
O 0.566 -1.516 -0.060
H -1.913 -0.827 -0.041

(4)
C36H39ClMgP2 as an isolated structure. Source: OMol25; level of theory: ωB97M-V/def2-TZVPD.

total charge: 0
lowest unoccupied orbital energy (alpha / beta): 0.03 / 0.03 eV
energy relative to the best compared isomer or geometry (same formula, charge and spin): 0.0 kcal/mol
multiplicity: 1
calculated total energy: -74502.782 eV
HOMO-LUMO gap (alpha / beta): 5.25 / 5.25 eV

CARTESIAN COORDINATES (ANGSTROEM)
Mg -0.451 -1.987 0.911
C 2.612 0.896 -2.406
C 2.504 1.846 -1.474
C 2.023 3.234 -1.743
C 0.846 3.375 -2.741
C -0.175 2.276 -2.784
C -0.094 1.230 -3.614
C 1.097 0.918 -4.487
C 2.455 1.230 -3.867
C -2.127 -2.071 2.376
H 2.975 -0.110 -2.170
H 2.906 1.677 -0.475
H 2.827 3.866 -2.169
H 1.741 3.717 -0.795
H 0.307 4.310 -2.483
H 1.246 3.561 -3.751
H -1.118 2.503 -2.274
H -0.980 0.651 -3.903
H 1.023 1.489 -5.441
H 1.026 -0.149 -4.760
H 3.208 0.682 -4.464
H 2.680 2.294 -4.038
H -1.980 -3.099 2.776
H -3.224 -1.940 2.315
H -1.730 -1.383 3.142
P 1.133 -0.137 1.606
P -2.238 -0.365 0.384
C 0.315 0.921 0.442
C -0.965 0.831 -0.049
C 1.763 0.866 2.960
C 2.344 2.133 2.797
C 2.880 2.777 3.918
C 2.763 2.183 5.178
C 2.145 0.939 5.339
C 1.619 0.286 4.234
C 2.540 -1.064 0.850
C 2.261 -1.924 -0.242
C 3.229 -2.834 -0.661
C 4.491 -2.846 -0.063
C 4.759 -2.001 1.028
C 3.796 -1.109 1.478
C -3.752 0.519 0.751
C -3.789 1.261 1.945
C -4.974 1.879 2.327
C -6.112 1.763 1.518
C -6.063 1.045 0.315
C -4.884 0.416 -0.070
C -2.497 -1.496 -1.044
C -2.865 -2.852 -0.850
C -3.021 -3.685 -1.962
C -2.724 -3.201 -3.251
C -2.339 -1.871 -3.434
C -2.259 -1.017 -2.338
H 0.922 1.803 0.187
H -1.335 1.645 -0.685
H 2.393 2.615 1.814
H 3.376 3.739 3.801
H 3.161 2.698 6.053
H 2.063 0.471 6.312
H 1.111 -0.682 4.330
H 1.302 -1.881 -0.782
H 2.988 -3.546 -1.447
H 5.265 -3.517 -0.422
H 5.719 -2.047 1.543
H 3.995 -0.423 2.305
H -2.897 1.338 2.571
H -5.022 2.441 3.256
H -7.049 2.232 1.816
H -6.944 0.959 -0.326
H -4.821 -0.165 -0.992
H -3.045 -3.231 0.155
H -3.359 -4.716 -1.827
H -2.803 -3.873 -4.109
H -2.097 -1.500 -4.438
H -2.002 0.025 -2.458
Cl -0.031 -4.613 1.057
C 0.478 -3.399 2.173
H -0.079 -3.427 3.115
H 1.557 -3.379 2.217

(5)
C14H26LaN5OS6 as an isolated structure. Source: OMol25; level of theory: ωB97M-V/def2-TZVPD.

total charge: +2
lowest unoccupied orbital energy: -5.43 eV
energy relative to the best compared isomer or geometry (same formula, charge and spin): 0.0 kcal/mol
multiplicity: 1
calculated total energy: -90298.344 eV
HOMO-LUMO gap: 7.09 eV

CARTESIAN COORDINATES (ANGSTROEM)
La 0.536 0.240 0.141
S 2.439 4.558 3.640
C 2.244 2.980 3.204
S 0.908 1.946 3.650
C 1.301 0.549 2.678
C 2.471 0.663 1.938
S 3.077 -0.542 0.816
S 3.397 2.116 2.176
S 0.076 -0.714 2.682
C -5.274 1.620 -0.446
N -4.658 1.358 0.861
C -3.448 0.818 1.041
N -3.048 0.685 2.295
S -2.376 0.091 -0.197
H -4.688 1.186 -1.252
H -5.512 2.662 -0.621
H -6.286 1.138 -0.407
H -5.222 1.610 1.672
H -3.548 1.044 3.055
H -2.131 0.222 2.467
C 2.844 3.833 -1.399
N 2.042 4.466 -0.381
C 2.596 5.699 0.158
C 1.208 3.777 0.316
O 0.745 2.624 0.066
H 3.279 4.584 -2.032
H 2.147 3.176 -1.972
H 3.575 3.188 -0.971
H 3.432 5.513 0.755
H 1.905 6.192 0.829
H 2.796 6.475 -0.640
H 0.677 4.336 1.127
C 1.446 -4.467 -1.341
C 1.559 -3.095 -0.750
N 0.243 -2.406 -0.778
C -0.691 -3.114 0.098
C -0.736 -4.608 -0.269
N 0.008 -4.790 -1.549
C -0.573 -3.941 -2.591
C -0.258 -2.500 -2.192
H 1.877 -5.253 -0.695
H 1.976 -4.561 -2.275
H 2.274 -2.452 -1.295
H 1.876 -3.097 0.300
H -1.617 -2.597 0.037
H -0.443 -3.046 1.189
H -1.744 -4.940 -0.460
H -0.213 -5.203 0.467
H -0.082 -5.787 -1.823
H -1.606 -4.163 -2.663
H -0.020 -4.163 -3.485
H -1.175 -1.892 -2.238
H 0.394 -2.018 -2.936

(6)
A 2-piece molecular cluster, C10H10N2OS overall. Source: OMol25; level of theory: ωB97M-V/def2-TZVPD.

total charge: 0
lowest unoccupied orbital energy: 0.00 eV
energy relative to the best compared isomer or geometry (same formula, charge and spin): 53.9 kcal/mol
multiplicity: 1
calculated total energy: -26393.700 eV
HOMO-LUMO gap: 8.52 eV

CARTESIAN COORDINATES (ANGSTROEM)
N -1.298 4.788 -1.827
C -1.757 3.574 -1.384
O -2.612 2.862 -1.777
S -0.614 3.260 0.123
C 0.046 1.577 0.096
C 0.684 0.962 -1.071
C 0.947 -0.376 -1.011
C 0.961 -1.056 0.293
C 1.612 -2.270 0.498
C 1.698 -2.819 1.777
C 1.148 -2.189 2.817
C 0.625 -0.859 2.676
C 0.503 -0.258 1.367
N 0.007 0.987 1.242
H -0.456 5.142 -1.313
H -1.826 5.277 -2.509
H 0.988 1.519 -1.986
H 1.231 -0.948 -1.848
H 2.020 -2.938 -0.285
H 2.108 -3.888 1.828
H 1.070 -2.649 3.741
H 0.266 -0.242 3.562
H -3.418 -4.903 -2.664
H -3.933 -4.554 -2.345

(7)
A 2-piece molecular cluster, C4H11N2O3S overall. Source: OMol25; level of theory: ωB97M-V/def2-TZVPD.

total charge: +1
lowest unoccupied orbital energy: -2.63 eV
multiplicity: 1
calculated total energy: -24275.337 eV
HOMO-LUMO gap: 11.51 eV

CARTESIAN COORDINATES (ANGSTROEM)
C -0.589 -1.757 0.050
C -1.663 -1.778 -2.160
C 1.136 -2.224 1.746
C -0.404 3.237 0.247
N -1.362 -1.937 -0.775
N 0.281 -1.456 0.904
O 0.141 0.975 1.277
O 2.056 2.077 0.104
O 0.171 1.025 -1.106
S 0.419 1.774 0.087
H -2.006 -0.707 -2.137
H -0.730 -1.693 -2.635
H -2.421 -2.398 -2.726
H 1.405 -3.235 1.227
H 0.557 -2.353 2.724
H 2.024 -1.642 1.965
H -1.171 3.151 0.976
H 0.256 3.875 0.737
H -0.749 3.710 -0.746
H 2.428 1.780 -0.747
H 0.223 -0.423 0.988

(8)
A 9-piece molecular cluster, C6H31N2O8 overall. Source: OMol25; level of theory: ωB97M-V/def2-TZVPD.

total charge: +1
lowest unoccupied orbital energy: -2.57 eV
energy relative to the best compared isomer or geometry (same formula, charge and spin): 55.6 kcal/mol
multiplicity: 1
calculated total energy: -26079.834 eV
HOMO-LUMO gap: 11.00 eV

CARTESIAN COORDINATES (ANGSTROEM)
C -2.417 -2.154 -0.728
C -1.258 -3.154 -1.064
C 0.129 -2.518 -1.270
C 1.012 -2.520 0.004
C 2.394 -1.918 -0.301
N 2.172 -0.520 -0.673
C 3.021 0.422 -0.279
N 3.030 1.592 -0.875
H -2.537 -2.202 0.341
H -3.256 -2.444 -1.341
H -2.065 -1.111 -0.849
H -1.559 -3.811 -1.923
H -1.297 -3.909 -0.296
H 0.635 -3.134 -2.023
H -0.014 -1.526 -1.737
H 0.853 -3.394 0.666
H 0.543 -1.755 0.691
H 3.101 -1.999 0.538
H 2.894 -2.412 -1.149
H 1.280 -0.287 -1.068
H 3.916 0.068 0.239
H 2.253 1.733 -1.539
H 3.550 2.411 -0.573
H -0.189 1.219 -3.112
H -0.273 1.737 -1.788
O 0.379 1.744 -2.525
H -2.457 0.859 2.079
H -1.671 1.170 3.404
O -2.089 0.472 2.891
H -3.254 0.760 -1.459
H -3.622 1.933 -2.372
O -2.860 1.476 -1.988
H 2.817 1.180 2.523
H 3.627 2.394 2.539
O 3.238 1.784 1.892
H 0.041 2.975 1.020
H -0.161 4.438 1.244
O -0.574 3.690 0.792
H -1.039 1.347 0.374
H 0.040 0.249 0.625
O -0.187 0.998 0.018
H -2.017 2.834 0.618
H -3.203 2.134 -0.038
O -2.548 1.987 0.658
H -0.479 -0.268 2.800
H -0.169 -1.710 2.447
O 0.271 -0.862 2.570

(9)
One molecule with the formula C5H9NS. Source: OMol25; level of theory: ωB97M-V/def2-TZVPD.

total charge: 0
lowest unoccupied orbital energy: 0.92 eV
energy relative to the best compared isomer or geometry (same formula, charge and spin): 114.8 kcal/mol
multiplicity: 1
calculated total energy: -17651.215 eV
HOMO-LUMO gap: 8.90 eV

CARTESIAN COORDINATES (ANGSTROEM)
N 0.895 0.013 -1.555
C 0.614 -0.455 -0.106
C -0.696 -0.940 0.100
C -1.742 0.412 -0.032
S -0.677 1.873 0.460
C 0.461 0.752 1.088
C 1.800 0.278 0.671
H 0.129 0.285 -2.231
H 1.043 -1.074 -1.994
H -0.943 -1.739 -0.594
H -0.929 -1.262 1.140
H -2.634 0.372 0.777
H -2.055 0.669 -1.122
H 0.144 0.231 2.080
H 2.235 -0.210 1.437
H 2.356 0.797 -0.118

(10)
An isolated ion of composition C4H6NO and charge +1. Source: OMol25; level of theory: ωB97M-V/def2-TZVPD.

total charge: +1
lowest unoccupied orbital energy: -6.51 eV
energy relative to the best compared isomer or geometry (same formula, charge and spin): 118.1 kcal/mol
multiplicity: 1
calculated total energy: -7769.777 eV
HOMO-LUMO gap: 8.73 eV

CARTESIAN COORDINATES (ANGSTROEM)
C 0.814 -1.707 -0.026
C -0.142 -0.720 -0.092
C -1.453 -0.308 -0.148
O -2.957 -0.270 -0.073
N -0.372 0.567 -0.121
C 0.094 1.826 0.044
H 0.692 -2.130 1.048
H 1.770 -1.217 -0.102
H 0.774 -2.546 -0.682
H 0.055 2.168 1.067
H -0.360 2.575 -0.620
H 1.084 1.762 -0.295

(11)
C20H40AsIMnN5OSi as an isolated structure. Source: OMol25; level of theory: ωB97M-V/def2-TZVPD.

total charge: +3
lowest unoccupied orbital energy (alpha / beta): -9.90 / -9.52 eV
energy relative to the best compared isomer or geometry (same formula, charge and spin): 6.6 kcal/mol
multiplicity: 4
calculated total energy: -138996.239 eV
HOMO-LUMO gap (alpha / beta): 6.00 / 6.39 eV

CARTESIAN COORDINATES (ANGSTROEM)
Mn 9.199 10.490 6.239
C 7.634 12.420 11.490
Si 8.755 11.720 12.900
C 10.215 13.039 13.108
C 9.908 13.403 14.588
C 11.617 12.512 12.901
C 10.028 14.341 12.267
C 8.878 9.761 12.788
C 10.309 9.290 12.438
C 8.440 9.322 14.182
C 7.870 9.207 11.769
H 6.691 11.831 11.367
H 8.217 12.419 10.511
H 7.337 13.472 11.674
H 9.725 12.503 15.227
H 9.045 14.069 14.697
H 10.765 13.897 15.073
H 11.841 11.535 13.370
H 12.334 13.295 13.213
H 11.773 12.332 11.811
H 9.032 14.826 12.409
H 10.144 14.129 11.186
H 10.758 15.141 12.586
H 10.993 9.780 13.105
H 10.495 9.607 11.387
H 10.440 8.215 12.557
H 9.111 9.636 15.045
H 8.309 8.224 14.156
H 7.435 9.716 14.513
H 7.804 9.796 10.833
H 6.872 9.161 12.238
H 8.277 8.224 11.522
C 4.333 8.371 6.414
N 5.783 8.082 6.628
C 6.320 6.840 6.603
C 7.646 6.631 6.740
C 8.432 7.796 7.067
N 7.946 9.037 6.929
C 6.555 9.188 7.059
O 5.973 10.210 7.408
N 9.733 7.579 7.468
H 4.222 9.137 5.619
H 3.956 8.756 7.367
H 3.921 7.426 6.148
H 5.626 6.042 6.462
H 7.994 5.583 6.736
H 10.045 6.651 7.761
H 10.115 8.337 8.030
I 8.347 16.349 5.024
C 8.002 14.389 5.661
C 6.817 13.723 5.923
N 7.167 12.479 6.433
N 8.543 12.353 6.463
C 9.036 13.471 5.913
H 5.798 14.020 5.743
H 6.644 11.761 6.887
H 10.103 13.719 5.839
C 12.653 11.750 7.114
As 11.677 10.408 6.009
C 12.404 10.751 4.239
C 12.410 8.672 6.394
H 12.150 12.071 8.033
H 12.829 12.607 6.394
H 13.560 11.236 7.427
H 12.169 9.795 3.727
H 13.449 10.853 4.361
H 11.957 11.633 3.681
H 13.403 8.583 5.938
H 11.715 7.944 6.026
H 12.483 8.641 7.508

(12)
A 2-piece molecular cluster, C7H14O overall. Source: OMol25; level of theory: ωB97M-V/def2-TZVPD.

total charge: 0
lowest unoccupied orbital energy: 0.69 eV
energy relative to the best compared isomer or geometry (same formula, charge and spin): 39.9 kcal/mol
multiplicity: 1
calculated total energy: -9532.036 eV
HOMO-LUMO gap: 9.10 eV

CARTESIAN COORDINATES (ANGSTROEM)
C -1.616 0.343 2.150
C -0.735 -0.410 1.519
C -0.111 -0.147 0.217
C 0.034 0.996 -0.468
C 0.183 1.034 -1.967
C 0.035 2.344 0.188
C 1.356 3.125 0.034
H -2.071 0.081 3.097
H -1.968 1.311 1.817
H -0.484 -1.375 1.946
H 0.037 -1.039 -0.394
H 0.271 2.053 -2.331
H -0.555 0.459 -2.487
H 1.143 0.580 -2.236
H -0.166 2.317 1.261
H -0.770 2.976 -0.200
H 1.550 3.530 -0.952
H 2.170 2.466 0.356
H 1.363 3.969 0.724
O 0.321 -6.077 -1.145
H 0.340 -6.337 -0.223
H 0.903 -5.327 -1.287

Which value of calculated total energy does entry 12 give?
-9532.036 eV

Which formula does entry 11 have?
C20H40AsIMnN5OSi